# 1
Density functional theory data (ωB97M-V/def2-TZVPD) for an isolated molecule of C4H2O2S2 in a non-equilibrium geometry.

- Multiplicity: 1
- Total energy: -29944.06577 eV
- Molecular weight: 146.2 g mol⁻¹
- SMILES string: O=C1COC(=S)C1=S
- Frontier orbital gap: 6.804 eV
- Energy relative to the best compared isomer or geometry (same formula, charge and spin): 0.00 kJ/mol

Element x y z (Å)
O 0.134 -2.271 0.253
C 0.047 -1.073 0.124
C -0.958 -0.166 0.813
O -0.662 1.159 0.355
C 0.378 1.209 -0.504
S 0.887 2.591 -1.154
C 0.903 -0.173 -0.720
S 2.125 -0.644 -1.645
H -2.003 -0.434 0.544
H -0.851 -0.196 1.936

***

# 2
Density functional theory data (ωB97M-V/def2-TZVPD) for a structure of composition C13H19BrN2O in a non-equilibrium geometry.

- Multiplicity: 1
- Total energy: -88848.33708 eV
- Molecular weight: 299.2 g mol⁻¹
- Frontier orbital gap: 8.956 eV
- Energy relative to the best compared isomer or geometry (same formula, charge and spin): 1127.93 kJ/mol

Element x y z (Å)
C -2.225 -3.399 -0.447
N -1.467 -2.776 -1.590
C -1.597 -3.531 -2.810
H -2.627 -3.430 -3.068
H -0.960 -2.712 -3.742
H -1.182 -4.267 -2.754
C -0.122 -2.324 -1.096
C 0.827 -1.494 -2.025
C -0.027 -0.206 -2.181
N -0.585 0.369 -0.992
C -0.011 1.389 -0.241
O 0.957 2.120 -0.889
C -0.595 1.995 0.745
C 0.365 2.405 1.884
C 0.980 1.754 2.863
C 1.783 2.376 3.796
C 2.327 3.618 3.300
C 1.907 4.315 2.335
C 0.984 3.550 1.509
H 0.533 4.271 0.763
H 2.508 5.204 2.070
Br 3.718 4.272 4.714
H 2.191 1.660 4.683
H 0.324 0.842 3.303
H -0.915 0.873 1.416
H -1.439 2.592 0.667
H -1.298 -0.034 -0.569
H -0.992 -0.583 -2.713
H 0.386 0.668 -2.628
H 0.855 -1.852 -3.003
H 1.703 -1.301 -1.473
H 0.678 -3.455 -1.245
H 0.011 -2.227 -0.075
H -3.166 -3.332 -0.809
H -2.040 -2.770 0.467
H -1.787 -4.577 -0.165

***

# 3
Density functional theory data (ωB97M-V/def2-TZVPD) for a structure of composition C4H9NS in a non-equilibrium geometry.

- Multiplicity: 1
- Total energy: -16612.70605 eV
- Molecular weight: 103.2 g mol⁻¹
- Frontier orbital gap: 9.090 eV
- Energy relative to the best compared isomer or geometry (same formula, charge and spin): 651.12 kJ/mol

Element x y z (Å)
C -0.164 -1.559 -0.407
C 1.115 -0.245 -0.909
C 0.793 0.883 -0.162
C -0.135 0.785 1.017
N -2.271 -1.295 1.250
S -1.329 -0.570 0.282
H -0.489 -2.212 -1.199
H 2.057 -0.756 -0.746
H 0.982 -0.155 -1.994
H 1.644 1.322 0.304
H 0.403 1.622 -0.750
H 0.259 0.497 1.948
H -0.553 1.691 1.219
H -1.770 -1.815 1.975
H -2.405 0.180 -0.005

***

# 4
Density functional theory data (ωB97M-V/def2-TZVPD) for an isolated molecule of C13H24N4O6 in a non-equilibrium geometry.

- Multiplicity: 1
- Total energy: -32111.56322 eV
- Molecular weight: 332.4 g mol⁻¹
- SMILES string: NNC(=O)CC[C@H]1OCC2(CO[C@H](CCC(=O)NN)OC2)CO1
- Frontier orbital gap: 9.037 eV
- Energy relative to the best compared isomer or geometry (same formula, charge and spin): 347.17 kJ/mol

Element x y z (Å)
N -3.793 4.717 -4.706
N -2.670 3.918 -4.517
C -2.708 2.661 -3.960
O -3.845 2.280 -3.912
C -1.426 1.818 -3.661
C -1.622 0.850 -2.468
C -0.819 1.255 -1.297
O -1.100 0.331 -0.222
C -0.440 0.691 0.998
C 1.053 0.452 0.733
C 1.408 -1.106 0.633
O 1.258 -1.697 2.004
C 1.929 -1.064 3.096
C 1.192 -1.549 4.349
C 1.628 -2.958 4.656
C 2.720 -3.063 5.771
O 3.324 -2.068 6.277
N 3.299 -4.359 5.853
N 4.624 -4.593 6.465
O 1.687 0.268 3.082
C 1.883 1.052 1.970
C 1.491 1.218 -0.527
O 0.595 1.125 -1.640
H -4.626 4.092 -4.611
H -3.778 5.203 -5.577
H -1.787 4.261 -4.854
H -0.593 2.506 -3.471
H -1.248 1.217 -4.578
H -2.611 0.777 -2.021
H -1.301 -0.161 -2.740
H -1.196 2.325 -1.149
H -0.755 -0.057 1.775
H -0.643 1.727 1.282
H 2.477 -1.212 0.262
H 0.743 -1.551 -0.017
H 3.005 -1.223 3.185
H 0.119 -1.663 4.041
H 1.397 -0.812 5.127
H 2.020 -3.445 3.807
H 0.768 -3.581 4.978
H 2.776 -5.082 5.403
H 5.308 -3.833 6.446
H 4.495 -4.949 7.383
H 2.985 1.297 1.876
H 1.426 1.982 2.211
H 2.461 0.774 -0.771
H 1.489 2.325 -0.308

***

# 5
Density functional theory data (ωB97M-V/def2-TZVPD) for a cluster of 2 separate species, C11H11OPS in total in a non-equilibrium geometry.

- Multiplicity: 1
- Total energy: -33754.26537 eV
- Molecular weight: 222.2 g mol⁻¹
- Frontier orbital gap: 8.591 eV

Element x y z (Å)
C 2.529 1.564 -2.284
C 2.653 0.576 -1.363
C 1.326 2.310 -2.271
C -2.752 -3.188 0.078
C 1.760 0.435 -0.313
C 0.385 2.142 -1.256
C -2.655 -1.861 0.361
C -1.555 -3.808 0.127
C 0.652 1.185 -0.254
C -1.409 -1.447 0.540
C 0.074 1.090 2.689
O -1.871 1.830 0.866
P -0.691 0.966 0.916
S -0.261 -2.703 0.387
H 3.351 1.840 -2.877
H 3.453 -0.140 -1.233
H 1.023 3.113 -2.892
H -3.659 -3.809 0.096
H 2.190 -0.254 0.434
H -0.505 2.784 -1.201
H -3.495 -1.126 0.389
H -1.279 -4.967 -0.039
H 0.774 1.946 2.670
H -0.783 1.180 3.326
H 0.749 0.341 3.102

***

# 6
Density functional theory data (ωB97M-V/def2-TZVPD) for a structure of composition C2H3FO2Tl in a non-equilibrium geometry.

- Multiplicity: 1
- Charge: -1
- Total energy: -13626.82691 eV
- Molecular weight: 282.4 g mol⁻¹
- Frontier orbital gap: 6.122 eV

Element x y z (Å)
C 0.565 0.072 0.234
C -0.513 -0.954 0.110
O -1.561 -0.469 -0.607
F -1.019 3.277 -0.321
H -0.757 -1.160 1.192
H -0.050 -1.908 -0.261
Tl -0.872 1.463 -1.431
O 1.777 -0.491 0.414
H 2.430 0.171 0.670

***

# 7
Density functional theory data (ωB97M-V/def2-TZVPD) for the ion C3H7NOS2 with charge +1 in a non-equilibrium geometry.

- Multiplicity: 2
- Charge: +1
- Total energy: -28422.97544 eV
- Molecular weight: 137.2 g mol⁻¹
- Frontier orbital gap (alpha / beta): 9.420 / 5.078 eV
- Energy relative to the best compared isomer or geometry (same formula, charge and spin): 140.27 kJ/mol

Element x y z (Å)
S -3.419 -0.358 0.352
S -2.349 -0.343 -1.209
C -0.683 0.309 -1.095
C 0.107 -0.150 0.113
C 1.619 -0.056 -0.095
N 2.378 -0.260 1.040
O 2.190 0.601 -0.904
H -3.710 0.849 0.894
H -0.407 -0.057 -2.095
H -0.626 1.529 -1.084
H -0.230 -1.225 0.254
H -0.174 0.415 1.017
H 1.968 -0.735 1.760
H 3.337 -0.521 1.052

***

# 8
Density functional theory data (ωB97M-V/def2-TZVPD) for a structure of composition C5H8N2O in a non-equilibrium geometry.

- Multiplicity: 1
- Total energy: -10338.61657 eV
- Molecular weight: 112.1 g mol⁻¹
- Frontier orbital gap: 9.414 eV
- Energy relative to the best compared isomer or geometry (same formula, charge and spin): 396.51 kJ/mol

Element x y z (Å)
C -2.076 0.598 0.011
C 1.322 0.786 0.195
C 0.805 -0.367 1.041
C 0.132 -0.779 -0.275
C 1.448 -0.242 -0.915
H -2.873 -1.033 -0.557
H -2.253 1.626 0.396
H 2.060 1.571 0.508
H 1.558 -1.084 1.424
H 0.241 -0.171 1.962
H -0.366 -1.765 -0.474
H 2.307 -0.930 -0.660
H 1.429 0.147 -1.986
N -3.069 -0.196 0.009
N -0.768 0.357 -0.507
O 0.103 1.481 -0.172

***

# 9
Density functional theory data (ωB97M-V/def2-TZVPD) for a structure of composition C25H41BBrF9N3O2PSTeTi in a non-equilibrium geometry.

- Multiplicity: 1
- Charge: +2
- Total energy: -180859.09822 eV
- Molecular weight: 915.8 g mol⁻¹
- Frontier orbital gap: 5.130 eV

Element x y z (Å)
Ti -0.818 2.051 1.049
C -3.687 3.007 0.402
C -3.778 1.916 1.461
N -2.652 0.943 1.285
C -2.966 -0.197 0.377
C -2.873 0.170 -1.088
S -1.329 1.064 -1.390
C -1.932 2.663 -2.096
C -1.885 3.839 -1.128
N -2.264 3.428 0.249
H -4.047 2.634 -0.551
H -4.306 3.855 0.682
H -3.705 2.344 2.456
H -4.734 1.400 1.385
H -2.516 0.515 2.208
H -2.240 -0.983 0.580
H -3.960 -0.586 0.599
H -2.824 -0.740 -1.687
H -3.715 0.761 -1.443
H -1.282 2.872 -2.943
H -2.927 2.477 -2.494
H -0.877 4.239 -1.081
H -2.540 4.633 -1.488
H -2.133 4.249 0.838
O 3.455 -0.890 4.523
C 2.485 -0.461 3.738
C 2.644 -0.115 2.397
C 1.569 0.357 1.707
N 0.325 0.555 2.243
C 0.191 0.142 3.529
Br -1.500 0.208 4.374
C 1.200 -0.374 4.284
H 4.321 -0.881 4.092
H 3.598 -0.213 1.891
H 1.686 0.582 0.657
H 1.028 -0.681 5.306
F 1.106 5.366 3.468
Te -0.157 4.080 3.274
F -1.490 5.341 3.039
F -0.060 4.521 1.368
F 1.029 2.938 4.084
F -0.798 4.147 4.984
O -1.264 2.726 2.677
C -1.058 -3.482 -3.366
C 0.134 -2.542 -3.174
C 1.444 -3.259 -3.512
C -0.031 -1.339 -4.111
P 0.115 -1.848 -1.409
C 1.823 -1.178 -1.278
C 2.929 -1.849 -0.751
C 4.196 -1.278 -0.784
C 4.386 -0.020 -1.340
C 3.298 0.669 -1.853
C 2.030 0.100 -1.809
C -0.100 -3.278 -0.175
C 0.721 -4.558 -0.374
C -1.605 -3.647 -0.208
C 0.234 -2.676 1.196
H -1.100 -3.785 -4.416
H -2.007 -2.992 -3.127
H -0.974 -4.389 -2.768
H 1.384 -3.634 -4.539
H 1.638 -4.109 -2.860
H 2.297 -2.583 -3.458
H -0.084 -1.698 -5.143
H 0.818 -0.657 -4.047
H -0.950 -0.786 -3.896
H 2.822 -2.837 -0.331
H 5.043 -1.835 -0.401
H 5.378 0.414 -1.384
H 3.434 1.651 -2.291
H 1.194 0.654 -2.213
H 0.532 -5.020 -1.341
H 0.426 -5.280 0.395
H 1.793 -4.404 -0.274
H -2.216 -2.899 -0.722
H -1.993 -3.760 0.810
H -1.769 -4.595 -0.719
H 1.304 -2.483 1.298
H -0.061 -3.370 1.989
H -0.293 -1.732 1.349
F 2.084 3.409 1.950
B 2.729 3.516 0.762
F 0.586 2.385 0.054
F 3.597 2.570 0.480
F 2.495 4.530 -0.029

***

# 10
Density functional theory data (ωB97M-V/def2-TZVPD) for a cluster of 2 separate species, C6H7FN3 in total in a non-equilibrium geometry.

- Multiplicity: 1
- Charge: +1
- Total energy: -13510.63435 eV
- Molecular weight: 140.1 g mol⁻¹
- Frontier orbital gap: 8.204 eV
- Energy relative to the best compared isomer or geometry (same formula, charge and spin): 512.39 kJ/mol

Element x y z (Å)
C 0.689 0.836 0.225
C -1.673 0.193 -0.078
C 0.384 2.172 0.394
C -2.024 1.489 0.398
C -0.349 0.108 -0.154
C -0.963 2.453 0.483
N 2.097 -1.445 0.027
N 0.798 -3.138 -0.889
N 1.078 -1.890 -0.475
F -1.345 3.719 0.745
H 1.660 0.397 0.090
H -2.551 -0.454 -0.189
H 1.014 2.923 0.649
H -3.022 1.716 0.435
H 2.926 -2.104 0.103
H -0.136 -3.084 -1.079
H 1.416 -3.892 -0.685

***

# 11
Density functional theory data (ωB97M-V/def2-TZVPD) for a cluster of 2 separate species, C5H11NO3 in total in a non-equilibrium geometry.

- Multiplicity: 1
- Total energy: -12995.33832 eV
- Molecular weight: 133.1 g mol⁻¹
- SMILES string: CNC(C)=O.CC(=O)O
- Frontier orbital gap: 10.164 eV
- Energy relative to the best compared isomer or geometry (same formula, charge and spin): 146.01 kJ/mol

Element x y z (Å)
C 2.861 1.783 -0.403
N 2.403 0.468 -0.305
C 3.316 -0.389 0.146
C 2.701 -1.699 0.069
O 4.430 -0.106 0.453
H 3.876 1.750 0.136
H 3.103 2.303 -1.329
H 2.277 2.393 0.226
H 1.538 0.078 -0.469
H 1.740 -1.861 -0.496
H 2.397 -2.146 0.987
H 3.361 -2.313 -0.411
C -2.820 -0.582 -0.607
C -4.037 -0.031 -0.037
O -5.119 0.020 -0.514
O -3.702 0.481 1.211
H -3.106 -0.657 -1.725
H -2.015 0.157 -0.571
H -2.518 -1.489 -0.096
H -4.465 0.848 1.666

***

# 12
Density functional theory data (ωB97M-V/def2-TZVPD) for a structure of composition C16H15AuCl3N4O4S2 in a non-equilibrium geometry.

- Multiplicity: 1
- Charge: +1
- Total energy: -93906.85060 eV
- Molecular weight: 694.8 g mol⁻¹
- Frontier orbital gap (alpha / beta): 4.305 / 4.304 eV

Element x y z (Å)
Au -0.566 -2.455 -0.545
Cl 0.828 5.865 1.645
C 0.248 4.646 0.737
C 0.906 3.351 0.807
C 0.456 2.345 0.056
Cl 1.180 0.833 0.165
C -0.727 2.549 -0.898
O -1.139 1.703 -1.586
C -1.368 3.957 -0.886
Cl -2.672 4.198 -1.894
C -0.890 4.926 -0.111
H 1.742 3.216 1.477
H -1.333 5.912 -0.111
N -2.251 -2.528 0.672
C -2.349 -1.329 1.483
C -2.222 -1.294 2.857
C -2.285 -0.051 3.496
C -2.492 1.099 2.739
C -2.646 1.019 1.371
C -2.559 -0.192 0.742
S -2.577 2.729 3.457
O -1.988 3.491 2.295
O -1.746 2.566 4.646
O -3.956 2.883 3.613
H -2.213 -3.384 1.221
H -3.088 -2.600 0.100
H -2.051 -2.201 3.428
H -2.159 0.036 4.566
H -2.807 1.934 0.816
H -2.645 -0.278 -0.336
C 5.332 -3.598 -1.659
C 4.165 -4.289 -2.368
C 2.950 -3.422 -2.405
N 2.033 -3.419 -1.510
N 1.053 -2.489 -1.768
C 1.245 -1.791 -2.860
N 0.396 -0.839 -3.295
S 2.687 -2.246 -3.674
H 6.199 -4.256 -1.638
H 5.063 -3.351 -0.632
H 5.619 -2.679 -2.170
H 3.889 -5.207 -1.851
H 4.446 -4.559 -3.387
H -0.293 -0.472 -2.665
H 0.589 -0.331 -4.139